[1]
The following is a DFT calculation (ωB97M-V/def2-TZVPD) of a cluster of 2 separate species, CH3NOSi in total.

Cartesian coordinates (Å):
C 2.54821 0.01377 -0.00933
N 3.54081 -0.54914 -0.03550
O 0.23800 0.79477 -0.01404
Si -1.13047 0.11536 0.01523
H -1.82073 -0.86261 -0.78944
H -1.42744 -0.85004 1.27740
H -1.94839 1.33789 -0.44432

Computed properties:
HOMO-LUMO gap (spin up / spin down) = 12.00 / 6.59 eV
LUMO energy (spin up / spin down) = 0.41 / -4.75 eV
Highest occupied orbital energy (spin up / spin down) = -11.591 / -11.333 eV
Multiplicity = 3

Table of Mulliken atomic charges, one value per atom, all in e: atom 1 (C): 0.18, atom 2 (N): -0.23, atom 3 (O): -0.16, atom 4 (Si): 0.29, atom 5 (H): -0.02, atom 6 (H): -0.01, atom 7 (H): -0.05

=====

[2]
The following is a DFT calculation (ωB97M-V/def2-TZVPD) of a structure of composition CH3NS.

Cartesian coordinates (Å):
C 1.32129 -0.36165 0.31369
N -0.39088 0.59677 0.23681
S 2.67498 0.12761 -0.20523
H 1.07742 -1.23128 0.92850
H -0.55677 0.53332 -0.76468
H -0.00170 1.51995 0.39556

Computed properties:
HOMO-LUMO gap = 8.53 eV
LUMO energy = -0.41 eV
Highest occupied orbital energy = -8.939 eV

Table of Mulliken atomic charges, one value per atom, all in e: atom 1 (C): 0.03, atom 2 (N): -0.63, atom 3 (S): -0.18, atom 4 (H): 0.29, atom 5 (H): 0.24, atom 6 (H): 0.24

=====

F_max readings, ordered: 5.0 5.2 eV Å⁻¹
Energy relative to the best compared isomer or geometry (same formula, charge and spin) readings, ordered: 68.29 61.09 kcal per mole